Record 1
27
Properties=species:S:1:pos:R:3:forces:R:3:lowdin_charge:R:1 method="wB97M-V/def2-TZVPD" mol_weight_g_mol=130.231 charge=0 homo_ha=-0.27875 homo_lumo_gap_ev=8.54 spin_multiplicity=1
H -1.419881 1.112869 2.285879 0.1 -0.1 0.0 0.06
C -0.336640 0.021165 -0.714046 0.1 -3.6 -3.4 -0.29
C 0.442783 2.608825 0.815428 -0.1 0.0 -0.4 -0.12
H 1.242535 -2.949317 -2.896788 -0.2 0.3 0.1 0.08
H -0.719758 -1.377241 -2.636807 -0.1 -0.2 0.0 0.11
H 1.759611 -1.253630 -2.805477 0.0 0.0 0.1 0.08
H -0.244458 1.766381 3.421592 0.0 0.0 -0.2 0.08
H 1.618871 1.136724 1.840233 -0.1 0.2 0.2 0.10
H -0.159223 -3.085027 -0.463184 -0.1 0.1 -0.1 0.09
C 1.281538 -2.062558 -2.247305 0.2 0.2 0.3 -0.08
H 1.662834 -0.308465 -0.036979 -0.1 -0.2 0.0 0.09
C 0.593829 1.259432 1.479484 0.9 -2.7 -0.9 -0.32
H -2.411460 -0.153324 -1.228879 0.0 0.1 0.1 0.08
O -0.762629 -2.705016 -1.117082 0.2 0.2 0.1 -0.06
H 0.640231 3.432038 1.519680 0.0 -0.3 0.0 0.08
C 0.623941 -0.317512 0.283402 0.5 4.3 3.7 -0.10
C -1.797343 0.101836 -0.359672 0.0 -0.2 -0.1 -0.09
C -0.097577 -1.657495 -1.785725 -1.4 2.1 0.6 -0.32
H 1.140747 2.732141 -0.017926 -0.1 0.0 0.0 0.07
H -2.061419 -0.591701 0.440488 0.1 0.0 0.0 0.08
H -0.021787 0.806712 -1.401170 0.1 -0.1 0.0 0.12
H 1.930636 -2.336487 -1.407646 0.0 0.2 0.0 0.07
H -0.241094 0.044274 3.069045 -0.1 0.1 -0.1 0.07
H -0.574495 2.770996 0.442534 0.1 -0.1 -0.1 0.07
H 0.361444 -1.137027 0.950773 0.0 0.0 -0.1 0.10
H -2.071979 1.111214 -0.043568 0.0 0.0 0.0 0.07
C -0.379261 1.030193 2.613719 -0.1 -0.1 0.2 -0.12


Record 2
28
Properties=species:S:1:pos:R:3:forces:R:3:lowdin_charge:R:1 method="wB97M-V/def2-TZVPD" mol_weight_g_mol=146.230 charge=0 smiles="C=C(CC)C/C=C/C.O.O" homo_ha=-0.30633 homo_lumo_gap_ev=8.61 spin_multiplicity=1
H 1.683616 2.511292 0.653947 0.0 -0.1 0.1 0.07
H 0.040082 -2.804042 -1.484616 -0.2 0.1 -0.2 0.10
C 1.359668 -1.858547 1.826215 -1.1 0.1 0.2 0.03
H -1.191847 -0.055314 -0.830063 0.5 0.0 0.2 0.08
H -2.846270 -0.989677 -2.382609 -0.3 -0.1 0.1 0.07
C 1.992511 1.480554 0.438443 -0.1 1.0 0.5 -0.10
H -2.647932 2.564742 1.501094 -0.1 0.1 0.1 0.05
H 2.065322 -2.127307 -0.704617 0.1 -0.2 0.5 0.11
H 3.060283 1.472132 0.625304 0.3 -0.3 -0.1 0.07
H 1.041424 -2.889684 1.696957 0.8 -0.1 -0.4 0.06
H -1.205735 2.902028 1.920506 0.0 0.1 0.1 0.06
C -2.402571 -1.655231 -1.644598 0.9 -0.5 0.0 -0.10
C 1.234164 0.516933 1.349387 -0.5 0.3 -1.3 -0.21
H 1.808524 1.382329 -0.627583 -0.1 -0.3 0.0 0.06
H -1.152028 2.571165 -0.589426 -0.1 -0.1 0.0 0.00
C -1.094513 -1.087732 -1.146765 -0.9 0.0 -0.4 -0.16
H 1.753937 -0.558364 -1.240557 0.0 0.4 0.5 0.10
C 0.040689 -1.764151 -1.163291 0.0 -0.4 0.5 -0.11
O -1.729010 2.343480 1.339744 0.1 0.0 -0.2 -0.04
O -0.862245 2.297092 -1.471951 0.2 0.0 0.2 -0.06
C 1.227110 -0.919183 0.879174 1.9 -0.5 1.2 -0.30
H -1.506038 2.651376 -2.083427 -0.2 0.1 -0.2 0.03
H -3.073632 -1.902534 -0.829110 -0.4 0.5 0.2 0.07
C 1.355607 -1.320338 -0.566108 -0.9 0.2 -1.1 -0.17
H 1.508449 -1.581058 2.864477 -0.2 0.1 0.0 0.05
H -2.210619 -2.623248 -2.091746 0.0 -0.2 -0.5 0.06
H 1.565849 0.602576 2.379575 0.3 -0.2 0.1 0.10
H 0.185205 0.840712 1.381648 0.0 -0.1 -0.1 0.09


Record 3
28
Properties=species:S:1:pos:R:3:forces:R:3:lowdin_charge:R:1 method="wB97M-V/def2-TZVPD" mol_weight_g_mol=158.317 charge=0 homo_ha=-0.28827 homo_lumo_gap_ev=8.55 spin_multiplicity=1
H -1.875586 -2.509306 0.207142 0.0 -0.1 0.1 0.07
H -1.521348 2.238936 -0.190077 -0.1 0.1 0.0 0.06
C -1.297500 -0.507732 -0.300841 -0.3 -0.2 -0.1 -0.38
H 3.696387 -0.415540 -1.983176 0.1 -0.2 0.0 0.02
H -3.056512 0.760243 1.399159 0.0 0.1 0.1 0.07
C 2.670774 0.660782 1.629762 -0.1 -0.3 -0.5 -0.19
C -2.765529 -0.188321 -0.520574 0.2 0.2 0.2 -0.23
C -0.499783 1.898423 -0.366951 -0.1 -0.1 -0.1 -0.14
H -3.220045 -0.999038 -1.094598 0.0 0.0 -0.1 0.11
H 2.174197 -2.353009 0.724356 -0.2 -0.1 0.3 0.05
H 1.884170 0.544378 2.369961 -0.2 -0.1 0.0 0.02
C -0.995577 -1.973396 -0.142249 0.0 0.1 -0.1 -0.08
H -2.865103 0.727495 -1.103522 -0.1 0.0 -0.1 0.10
Si 2.211955 -0.181648 -0.008732 -2.6 1.3 -0.2 0.63
H 3.810711 1.219067 -1.338358 0.1 0.1 0.1 0.02
H 0.151912 2.390566 0.352610 0.0 0.2 0.0 0.06
C 3.125968 0.404381 -1.558045 -0.3 0.0 0.5 -0.17
H 2.831255 1.724847 1.492004 0.0 0.2 -0.1 0.02
H 2.435116 0.754950 -2.316905 -0.2 0.0 -0.1 0.02
H -3.467511 -0.951395 1.381506 0.0 -0.1 0.1 0.07
H 3.584687 0.242237 2.046395 0.2 -0.1 0.0 0.02
C -0.365658 0.421166 -0.247290 3.4 -0.6 0.3 -0.15
C -3.509083 -0.029748 0.805368 0.0 0.0 -0.2 -0.10
O 2.492891 -1.790874 0.025168 0.2 -0.3 -0.3 -0.17
H -0.197347 2.221074 -1.364252 0.0 0.1 -0.1 0.07
H -0.692151 -2.406291 -1.095575 0.0 -0.1 -0.1 0.08
H -4.553328 0.221506 0.630668 -0.1 0.0 0.1 0.07
H -0.187972 -2.123744 0.567053 0.1 -0.1 0.1 0.05


Record 4
27
Properties=species:S:1:pos:R:3:forces:R:3:lowdin_charge:R:1 method="wB97M-V/def2-TZVPD" mol_weight_g_mol=146.299 charge=0 smiles=C1CCCCC1.CSC homo_ha=-0.31451 homo_lumo_gap_ev=9.50 spin_multiplicity=1
H 3.539258 -2.360929 0.963740 0.0 0.4 0.2 0.04
H -0.022130 2.980849 0.345240 0.2 -0.1 0.4 0.11
C 0.832930 3.940809 3.583458 0.1 0.2 0.1 -0.22
C 3.344239 -1.472789 1.588069 -0.2 -0.4 0.2 -0.45
H -0.004780 0.578290 3.944548 0.2 0.3 -0.2 0.11
C 0.450430 1.452289 3.440219 0.1 -0.3 0.1 -0.22
H -1.242389 1.754569 2.134129 0.3 -0.1 -0.1 0.12
H 0.651600 4.848698 4.190349 0.1 -0.4 -0.3 0.11
H 3.720798 0.908060 -1.232720 -0.2 -0.4 0.3 0.03
C 0.235590 4.113109 2.185319 0.0 0.3 -0.1 -0.22
C 0.245700 2.713039 4.282779 0.0 0.0 0.3 -0.22
H 1.928409 3.810788 3.491389 -0.3 0.1 0.1 0.12
C 0.440330 2.852349 1.342770 0.1 0.0 -0.3 -0.22
H -0.849990 4.307539 2.281079 0.4 0.0 -0.1 0.11
H 0.708190 2.584539 5.280288 -0.3 0.1 -0.4 0.11
H -0.839620 2.871219 4.432848 0.4 -0.1 0.0 0.11
H 0.034460 0.716700 1.435189 -0.1 0.4 0.2 0.10
H 1.525649 2.694169 1.192739 -0.3 0.0 0.0 0.11
H 0.690840 4.987098 1.680989 -0.3 -0.3 0.2 0.11
C -0.146910 1.624579 2.042079 -0.1 -0.2 -0.1 -0.22
H 3.745298 -1.658239 2.598699 -0.2 0.1 -0.4 0.03
C 3.329779 0.041740 -0.673080 -0.2 0.1 -0.5 -0.45
S 4.157838 -0.009950 0.924850 -0.1 -0.1 0.0 0.70
H 2.253329 -1.328449 1.663520 0.4 0.0 0.0 0.03
H 3.525048 -0.872480 -1.258469 0.0 0.3 0.2 0.04
H 1.536019 1.257900 3.344439 -0.3 0.0 0.0 0.11
H 2.239119 0.160000 -0.558690 0.4 0.0 0.0 0.03